Entry one
# C8H15NO

A cluster of 2 separate species, C8H15NO in total (the ωB97M-V functional and the def2-TZVPD basis, OMol25).

LUMO energy: 0.0244 hartree
SMILES: CC#CC(C)(C)C.C=[NH+][O-]

The geometry in XYZ format:
```
25
Properties=species:S:1:pos:R:3:mulliken_charge:R:1
C 0.4787 -0.6734 -0.6948 -0.9801
H -1.7503 0.6629 -0.6515 0.2856
H 0.9358 4.0632 2.2161 0.3434
C 0.5743 3.1061 2.1992 -0.3795
H -2.2387 -1.8010 1.1680 0.3907
H -0.5041 -2.4092 -2.2618 0.3501
C -1.8229 -0.3209 -1.2363 -1.3935
C -1.2878 -1.2549 0.9960 -1.3550
H -1.3960 -0.2432 1.4595 0.3067
H -0.0575 -3.0298 -0.5185 0.3951
C -0.7885 -2.6112 -1.1920 -1.3873
H 3.6392 0.2271 -1.4127 0.4324
H 2.6016 1.6255 -0.8616 0.2316
H 0.0425 1.4052 1.2673 0.0370
H 3.2876 0.3431 0.2519 0.2874
C 1.6343 -0.2808 -0.8098 0.9491
C -0.9211 -1.1696 -0.4489 1.4886
H -1.7445 -0.0541 -2.2581 0.3902
H -2.9158 -0.7415 -1.0912 0.2792
H -1.7795 -3.1402 -1.0851 0.3557
O 0.8228 2.5856 -0.0872 -0.5787
H -0.4303 -1.8310 1.4347 0.3236
H 0.3011 2.6504 3.2037 0.1945
C 2.9207 0.5014 -0.7242 -1.2793
N 0.3985 2.3902 1.1372 0.3125
```

Entry two
# C8H15NO

The molecule C8H15NO (the ωB97M-V functional and the def2-TZVPD basis, OMol25).

LUMO energy (alpha / beta): 0.0292 / 0.0026 hartree

The geometry in XYZ format:
```
25
Properties=species:S:1:pos:R:3:mulliken_charge:R:1
C 0.6324 1.1378 -0.0054 -0.7991
H -1.5291 2.1569 -0.3392 0.4296
H 3.9858 0.6081 1.1141 0.3186
H 3.8669 1.0993 -0.5287 0.3033
C -1.8194 1.1121 -0.4157 -1.5206
H -0.2132 0.3216 -1.6276 0.5055
C 3.2211 1.0518 0.3814 -1.4047
H -1.8546 -1.7683 1.7906 0.3002
C -0.7774 -2.3396 -0.6612 -1.3011
N 1.7835 -0.7924 -0.3811 0.2867
H 0.7950 2.1472 -0.6608 0.3110
H -2.5646 1.0116 -1.1167 0.3841
C -0.5250 0.3539 -0.5884 0.2578
C -0.5837 -1.0269 0.0420 0.7464
O 2.4804 -1.8171 -0.4665 -0.6305
C 1.8982 0.3933 0.0573 0.5269
H -1.0306 -0.0078 1.7750 0.2712
C -0.9549 -1.1098 1.5228 -1.2672
H -2.1102 1.0484 0.6304 0.3566
H -0.2062 -1.4598 2.2305 0.3151
H -1.8011 -2.6929 -0.3516 0.3802
H 0.0097 -3.0445 -0.2390 0.3042
H 3.1226 2.0499 0.7276 0.3941
H -0.7013 -2.3850 -1.8184 0.2785
H 0.4039 1.5896 1.0414 0.2532
```

The most stable arrangement is entry two, and the next structure is 41.7 kJ/mol less stable.

Entry one
# C3H3NO4

The molecule C3H3NO4 (the ωB97M-V functional and the def2-TZVPD basis, OMol25).

LUMO energy: -0.0046 hartree
SMILES: O/N=c1/occ(O)o1

The geometry in XYZ format:
```
11
Properties=species:S:1:pos:R:3:mulliken_charge:R:1
O 0.0002 1.7865 0.0548 -0.2749
H 2.1133 1.8450 -0.5735 0.2868
O -2.6976 -0.7824 -0.2015 -0.3376
C 1.1420 -0.0964 -0.0633 0.4588
C 1.2110 1.2559 -0.0975 -0.2287
H 1.5270 -1.9715 0.5729 0.4097
H -2.1227 -1.4856 0.3207 0.3458
O 2.0548 -1.1990 -0.1825 -0.5478
C -0.8680 0.6388 0.1496 0.5946
N -2.1964 0.5476 -0.1430 -0.3349
O -0.1636 -0.5390 0.1633 -0.3717
```

Entry two
# C3H3NO4

The molecule C3H3NO4 (the ωB97M-V functional and the def2-TZVPD basis, OMol25).

LUMO energy: 0.0096 hartree
SMILES: O=C(O)C1=NOCO1

The geometry in XYZ format:
```
11
Properties=species:S:1:pos:R:3:mulliken_charge:R:1
N 0.6345 -1.0911 -0.1547 -0.2301
O 2.0229 -0.8134 -0.0956 -0.2186
O 0.8059 1.0544 0.1684 -0.3350
C -1.5470 -0.1227 -0.0582 0.4745
C 0.0098 -0.0121 -0.0466 0.5356
O -2.0718 -1.1582 0.2091 -0.4318
H 2.6475 0.6713 1.0074 0.1865
H 2.5894 1.1755 -0.7054 0.2266
O -2.1727 1.0764 -0.1322 -0.4643
C 2.0560 0.5950 0.0590 -0.1110
H -1.4659 1.7566 -0.1430 0.3674
```

The most stable arrangement is entry two, and the next structure is 284.8 kJ/mol less stable.

Entry one
# CH3N2OP

The molecule CH3N2OP (the ωB97M-V functional and the def2-TZVPD basis, OMol25).

LUMO energy: 0.0191 hartree
SMILES: O=PN1CN1

The geometry in XYZ format:
```
8
Properties=species:S:1:pos:R:3:mulliken_charge:R:1
O 2.8227 -1.0018 -0.2024 -0.4529
C -1.0898 -0.3575 0.1095 -0.0404
N -0.5653 0.9933 0.2820 -0.4463
N 0.4503 0.1209 -0.0561 0.0491
H -0.9106 1.7165 -0.3988 0.2511
H -1.1804 -0.8597 1.0657 0.2096
H -1.6382 -0.8802 -0.8088 0.2232
P 2.1113 0.2684 0.0090 0.2066
```

Entry two
# CH3N2OP

A structure of composition CH3N2OP (the ωB97M-V functional and the def2-TZVPD basis, OMol25).

LUMO energy (alpha / beta): -0.0205 / -0.0447 hartree

The geometry in XYZ format:
```
8
Properties=species:S:1:pos:R:3:mulliken_charge:R:1
P 0.9386 -1.3537 1.4433 0.3500
O -0.2611 -2.1134 1.4825 -0.3325
H -0.9961 0.2779 -1.6649 0.2305
H 0.9158 0.0351 -1.4686 0.2240
N -0.0237 0.5628 0.4004 -0.1381
H -0.6811 0.4525 1.1773 0.3184
N 0.1712 1.6865 -0.3169 -0.6299
C -0.0636 0.4523 -1.0531 -0.0224
```

Entry three
# CH3N2OP

The molecule CH3N2OP (the ωB97M-V functional and the def2-TZVPD basis, OMol25).

LUMO energy: 0.0066 hartree
SMILES: N#CP(N)O

The geometry in XYZ format:
```
8
Properties=species:S:1:pos:R:3:mulliken_charge:R:1
C -0.8067 -2.0234 1.2849 0.1250
H -0.3905 1.1579 0.1226 0.2334
N -1.6329 -2.6646 1.7371 -0.3304
O 1.3367 -0.2379 1.1706 -0.5095
H 0.9841 -0.2962 2.0280 0.3312
H -1.6520 0.1589 -0.5372 0.2524
N -0.6431 0.3021 -0.2618 -0.4876
P 0.3971 -1.0891 0.0907 0.3856
```

The most stable arrangement is entry three, and the next structure is 242.5 kJ/mol less stable.

Entry one
# CH3N2OP

The molecule CH3N2OP (the ωB97M-V functional and the def2-TZVPD basis, OMol25).

LUMO energy (alpha / beta): -0.0584 / -0.0584 hartree

The geometry in XYZ format:
```
8
Properties=species:S:1:pos:R:3:mulliken_charge:R:1
O 2.2727 0.9701 -0.5369 -0.3787
H 0.2590 -0.3159 -1.1932 0.3492
H -1.1616 0.4427 1.3670 0.3066
C -1.0222 0.0707 0.3871 -0.1926
H -1.5966 0.6183 -0.3265 0.2117
N -0.8565 -1.2934 0.0876 -0.8028
N 0.1816 -0.4065 -0.2030 0.0841
P 1.9237 -0.0861 0.4180 0.4224
```

Entry two
# CH3N2OP

A cluster of 2 separate species, CH3N2OP in total (the ωB97M-V functional and the def2-TZVPD basis, OMol25).

LUMO energy: -0.0354 hartree

The geometry in XYZ format:
```
8
Properties=species:S:1:pos:R:3:mulliken_charge:R:1
N 1.2682 0.4234 0.5809 0.4575
C 1.8392 -0.0090 -0.4376 -0.3662
N 0.8445 0.8288 1.5678 -0.5882
O -2.3517 -1.3983 0.3040 -0.3721
P -2.8080 -0.0350 0.5682 0.3347
H 2.6089 0.4748 -0.9518 0.2692
H -2.5481 0.4379 -0.7804 0.0327
H 1.1470 -0.7226 -0.8511 0.2324
```

The most stable arrangement is entry two, and the next structure is 55.7 kJ/mol less stable.

Entry one
# C5H11N2O

The ion C5H11N2O with charge -2 (the ωB97M-V functional and the def2-TZVPD basis, OMol25).

LUMO energy (alpha / beta): 0.2529 / 0.2531 hartree
total charge: -2
multiplicity: 2
⟨S²⟩: 0.751

The geometry in XYZ format:
```
19
Properties=species:S:1:pos:R:3:lowdin_spin:R:1
H 1.1406 0.3962 -1.0303 0.0003
C 0.6236 -0.0341 1.2618 0.0014
H 2.2490 -1.4083 1.7077 0.0000
H -1.4598 1.4463 0.3123 0.0405
H 1.1036 1.7703 0.1337 0.0074
C 0.6120 0.8720 -0.0731 0.0095
C -1.1477 1.0974 -1.7943 0.2157
H -2.4620 2.3371 -2.8663 0.2301
H -0.6192 -1.7791 1.7319 0.0014
O 1.0250 -2.6326 0.8096 0.0008
H -0.4983 0.5813 -2.4814 0.0245
H -3.1562 1.7467 -1.6665 0.1559
H -0.3494 -1.3697 -0.0785 0.0010
C 0.1003 -1.6329 0.8675 0.0014
N -2.4607 1.4165 -2.3133 0.1979
H 0.1079 0.5887 2.0424 0.0014
C -0.7085 1.2646 -0.5130 0.1105
N 1.9356 -0.3704 1.7622 0.0000
H 2.5417 0.0265 1.0812 0.0001
```

Entry two
# C5H11N2O

The ion C5H11N2O with charge -2 (the ωB97M-V functional and the def2-TZVPD basis, OMol25).

LUMO energy (alpha / beta): 0.2520 / 0.2499 hartree
total charge: -2
multiplicity: 2
⟨S²⟩: 0.751

The geometry in XYZ format:
```
19
Properties=species:S:1:pos:R:3:lowdin_spin:R:1
H -1.8318 -1.1469 0.4377 0.0007
H -1.2257 -0.5223 -1.0331 0.0030
C -0.4007 0.4689 0.8305 0.0038
C -2.7931 0.6493 -0.2933 0.0014
H -0.5489 0.5575 1.9189 0.0016
H -3.2512 0.9044 0.6973 0.0000
H 3.2528 -0.2409 -1.7009 0.1677
C 0.9325 -0.1429 0.4183 0.0413
H -0.3758 1.5532 0.6487 0.0020
H -2.4137 1.7086 -0.5220 0.0007
N 3.0242 -0.1255 -0.7216 0.1868
N 1.0227 -1.5307 0.5030 0.0305
H 1.9781 1.6191 -0.0680 0.0463
H 0.1329 -1.9899 0.5001 0.0073
O -3.6062 0.0875 -1.2052 0.0011
H 1.8411 -1.8795 0.0259 0.0592
H 3.8701 -0.3200 -0.1877 0.1927
C -1.5136 -0.1995 -0.0205 0.0030
C 1.9063 0.5496 -0.2279 0.2509
```

The most stable arrangement is entry two, and the next structure is 119.0 kJ/mol less stable.

Entry one
# C2H3ClF2S

A structure of composition C2H3ClF2S (the ωB97M-V functional and the def2-TZVPD basis, OMol25).

LUMO energy: -0.0255 hartree

The geometry in XYZ format:
```
9
Properties=species:S:1:pos:R:3:mulliken_charge:R:1
S -2.2148 0.0968 1.0202 -0.1304
H -3.3695 -0.5883 1.6059 0.1410
C -1.2342 -0.6281 -0.0743 0.0735
F 1.6423 -0.0557 0.7959 -0.1774
F 2.1985 1.7627 -0.1176 -0.3165
Cl -1.8407 -2.0127 -0.7610 -0.1186
C 1.6387 0.5035 -0.4085 0.1696
H 2.4065 0.2152 -1.0513 0.1653
H 0.7732 0.7068 -1.0094 0.1936
```

Entry two
# C2H3ClF2S

The molecule C2H3ClF2S (the ωB97M-V functional and the def2-TZVPD basis, OMol25).

LUMO energy: 0.0271 hartree
SMILES: FC(F)[C@H](S)Cl

The geometry in XYZ format:
```
9
Properties=species:S:1:pos:R:3:mulliken_charge:R:1
Cl 0.8075 -2.1467 -0.0919 -0.1585
C -0.5375 0.2792 -0.7721 0.0964
S 1.1097 0.4070 1.5727 -0.1923
H -0.7780 -0.9605 1.1754 0.3892
F 0.5015 0.6468 -1.3923 -0.1887
H 1.3825 1.4698 0.7904 0.1541
C -0.0316 -0.6528 0.5385 -0.1363
H -1.1887 -0.3674 -1.3923 0.2515
F -1.2655 1.3247 -0.4283 -0.2155
```

The most stable arrangement is entry two, and the next structure is 291.0 kJ/mol less stable.